{"formula": "C30H43F5P2Ru", "method": "ωB97M-V with the def2-TZVPD basis set", "e_homo_ev": [-13.25, -13.18], "e_above_lowest_kcal_mol": 18.6, "lumo_ev": [-6.995, -8.524], "total_energy_ha": -2444.9110, "charge": 2, "spin_multiplicity": 5, "symbols": ["Ru", "C", "C", "C", "C", "C", "C", "H", "H", "H", "C", "H", "H", "H", "C", "H", "H", "H", "C", "H", "H", "H", "C", "H", "H", "H", "C", "C", "C", "C", "C", "C", "C", "C", "H", "H", "H", "H", "H", "H", "H", "H", "H", "H", "H", "H", "P", "P", "C", "C", "H", "H", "H", "H", "C", "H", "H", "H", "C", "H", "H", "H", "C", "H", "H", "H", "C", "H", "H", "H", "F", "C", "C", "C", "F", "C", "F", "C", "F", "C", "F"], "coordinates": [[-0.54125, 0.70178, -0.36109], [-0.46907, -2.53006, 1.74892], [0.86637, -2.98595, 1.53791], [0.98067, -0.97685, 2.59911], [-0.40358, -1.24208, 2.29685], [1.76203, -2.00827, 1.99722], [-1.71477, -3.29653, 1.58077], [-1.66249, -4.00559, 0.74774], [-2.59080, -2.64415, 1.46049], [-1.89569, -3.89909, 2.48366], [-1.57482, -0.53909, 2.86172], [-2.48021, -0.63907, 2.24382], [-1.37543, 0.51816, 3.00806], [-1.79362, -0.98279, 3.84750], [1.41891, -0.13495, 3.71851], [2.08770, -0.70216, 4.38485], [0.55575, 0.13984, 4.35386], [1.98762, 0.74892, 3.40058], [3.20193, -2.23311, 2.21202], [3.37006, -2.86371, 3.10475], [3.74494, -1.29440, 2.36285], [3.63693, -2.76961, 1.36556], [1.22962, -4.33396, 1.08771], [1.28345, -5.03853, 1.92610], [2.20775, -4.32991, 0.60477], [0.51386, -4.73617, 0.37635], [-1.42050, 0.73632, -2.91487], [-1.78497, -0.67447, -2.89692], [-1.00174, -1.58716, -3.87916], [0.52803, -1.37069, -3.85864], [0.98963, -0.54400, -2.68388], [1.27042, 0.77020, -2.81020], [0.73139, 1.66836, -3.86008], [-0.75882, 1.38242, -4.09898], [-1.42350, -1.39162, -4.87213], [0.85053, -0.94702, -4.82571], [-1.24239, -2.63577, -3.63200], [-0.88336, 0.75498, -5.00608], [-2.02998, 1.45236, -2.30921], [-2.85741, -0.82406, -3.12754], [-1.27406, 2.31468, -4.40145], [0.86945, 2.70998, -3.54622], [2.13256, 1.17860, -2.29805], [1.31278, 1.56919, -4.78779], [1.05204, -2.34051, -3.90569], [1.50982, -1.09339, -1.87751], [-1.44265, -1.22808, -1.14139], [1.87968, 1.43550, 0.52461], [-0.07155, 2.60161, -0.86277], [1.32135, 2.91498, -0.42177], [-0.73558, 3.44483, -1.08667], [-0.13779, 1.75922, -1.71275], [1.99396, 3.09546, -1.25673], [1.34767, 3.75633, 0.27921], [2.77856, 2.29791, 1.85853], [3.48390, 1.65551, 2.39629], [2.07885, 2.73520, 2.57578], [3.32817, 3.11699, 1.38406], [3.22838, 0.51920, -0.27303], [3.55627, 1.08699, -1.14286], [2.88592, -0.47250, -0.58356], [4.07943, 0.39524, 0.40590], [-3.11266, -1.10897, -0.45104], [-3.45705, -2.05660, -0.02013], [-3.79182, -0.83341, -1.27612], [-3.10892, -0.31063, 0.30209], [-0.49249, -2.72249, -1.27366], [0.38470, -2.64618, -0.62581], [-0.03084, -2.95240, -2.23109], [-1.02461, -3.62050, -0.96959], [0.09851, 2.09477, 2.78232], [-1.06636, 2.57652, 2.23215], [-1.52726, 2.10759, 1.00579], [-2.67431, 2.76629, 0.58892], [-3.35532, 2.29853, -0.48557], [-3.10331, 3.96313, 1.16066], [-3.92335, 4.77558, 0.47367], [-2.59862, 4.39381, 2.38387], [-2.98133, 5.55036, 2.94658], [-1.62192, 3.61437, 2.97582], [-1.10339, 3.94481, 4.17983]], "forces_ev_per_angstrom": [[0.5, 4.0, 2.3], [0.5, -0.4, -0.5], [-0.9, -0.3, 0.0], [-0.7, -0.3, 0.0], [0.3, 0.3, 1.0], [-0.2, 0.0, 0.9], [-0.4, -0.4, 0.1], [-0.1, 0.1, 0.3], [0.5, -0.4, 0.2], [0.0, 0.1, -0.1], [-0.2, 0.2, 0.0], [0.4, 0.0, 0.3], [-0.1, -0.3, 0.2], [0.0, 0.1, -0.2], [0.1, 0.3, 0.9], [0.0, 0.0, -0.3], [0.5, 0.2, -0.5], [-0.4, -0.3, 0.3], [0.5, 0.2, -0.1], [-0.1, 0.2, -0.2], [-0.1, -0.2, 0.0], [0.1, 0.1, 0.1], [0.4, -0.4, -0.3], [0.0, 0.1, 0.0], [0.0, -0.1, 0.0], [-0.1, -0.1, 0.0], [-1.5, 2.0, 0.2], [0.2, -2.0, -0.3], [-0.8, 0.0, -0.3], [-0.8, -0.2, -0.6], [2.3, 0.0, -0.4], [1.3, -1.1, -0.7], [0.0, 0.3, -0.2], [-0.3, 0.3, -1.1], [0.3, -0.2, 0.1], [-0.2, 0.4, 0.6], [-0.1, 0.5, -0.4], [0.1, 0.0, 0.7], [-0.1, -0.9, -0.6], [0.3, 0.1, 0.2], [0.2, -0.3, 0.5], [0.0, -0.1, 0.0], [-0.6, 0.0, 0.6], [-0.1, 0.0, 0.1], [-0.2, 0.3, 0.5], [-0.3, 0.4, -0.5], [-0.1, -0.1, -1.2], [-1.2, -0.4, 0.1], [0.3, -0.8, -0.7], [0.2, -0.2, -0.1], [0.1, -0.4, 0.1], [0.6, 2.2, 0.1], [0.2, 0.4, -0.2], [0.0, 0.0, -0.3], [0.0, 0.2, 0.5], [-0.1, 0.1, -0.2], [0.3, 0.0, -0.2], [0.1, -0.2, 0.0], [0.3, 0.0, -0.2], [0.4, -0.2, 0.1], [0.1, 0.2, 0.0], [-0.2, 0.1, -0.1], [-0.9, -0.8, -0.1], [-0.2, 0.4, -0.2], [0.2, -0.1, 0.5], [-0.2, -0.3, -0.2], [0.6, -2.0, 0.4], [-0.4, 0.2, 0.0], [-0.5, 0.3, -0.1], [-0.1, 0.0, -0.2], [-0.8, -0.1, -0.3], [0.7, 0.2, 0.2], [0.2, -0.7, 0.0], [-0.2, 0.3, 0.1], [0.4, 0.3, -0.1], [-0.4, 0.5, -0.5], [0.0, -0.7, 0.5], [-0.1, 0.5, 0.3], [0.1, -1.0, -0.5], [0.4, 0.3, 0.4], [-0.4, -0.3, -1.0]]}